(1)
Entry from OMol25: 2 unconnected molecules or ions with the total composition C23H30F4N2P (ωB97M-V/def2-TZVPD).

Its HOMO-LUMO gap is 6.65 eV. The calculation puts the total energy at -47469.9594 eV. As for the lowest unoccupied orbital energy: -5.10 eV. The net charge is +1.

```
60
C23H30F4N2P | OMol25 | ωB97M-V/def2-TZVPD
F -2.445 3.850 3.162
C -2.855 2.595 2.763
C -3.240 1.684 3.730
C -3.509 0.392 3.311
F -3.781 -0.586 4.251
C -3.431 0.013 1.968
C -2.987 0.957 1.011
C -2.561 0.383 -0.333
C -2.421 1.152 -1.647
C -2.783 0.470 -2.831
C -2.496 1.030 -4.063
F -2.695 0.288 -5.204
C -1.983 2.328 -4.194
C -1.600 2.964 -3.014
F -1.047 4.225 -3.102
C -1.762 2.395 -1.748
C -2.793 2.291 1.388
H -3.294 1.955 4.793
H -3.587 -1.028 1.690
H -3.253 -0.436 -0.534
H -3.205 -0.541 -2.777
H -1.846 2.788 -5.159
H -1.341 2.875 -0.870
H -2.465 3.024 0.668
C 1.859 -2.135 3.627
C 1.612 -0.921 2.735
C 0.086 -0.708 2.791
C 2.233 0.364 3.300
N 2.146 -1.232 1.410
C 1.684 -2.498 0.836
C 1.904 -2.393 -0.670
N 2.473 -1.064 -0.908
C 2.330 -0.567 -2.274
C 2.884 -1.637 -3.213
C 3.028 0.789 -2.450
C 0.876 -0.358 -2.731
P 3.247 -0.492 0.429
H -1.613 -0.134 -0.159
H 2.885 -2.488 3.528
H 1.640 -1.870 4.660
H 1.193 -2.949 3.332
H -0.254 0.200 2.273
H -0.479 -1.558 2.390
H -0.228 -0.609 3.848
H 1.879 1.254 2.749
H 1.902 0.470 4.353
H 3.334 0.339 3.286
H 2.377 -3.272 1.238
H 0.625 -2.720 1.083
H 2.708 -3.110 -0.955
H 0.968 -2.569 -1.238
H 2.203 -2.491 -3.234
H 2.949 -1.228 -4.221
H 3.856 -1.991 -2.871
H 2.491 1.589 -1.906
H 4.079 0.770 -2.120
H 3.006 1.048 -3.528
H 0.359 0.454 -2.203
H 0.868 -0.085 -3.803
H 0.267 -1.266 -2.647
```



(2)
Entry from OMol25: C23H30N2O3 in the gas phase (ωB97M-V/def2-TZVPD).

Its HOMO-LUMO gap is 8.93 eV. The calculation puts the total energy at -33460.3671 eV. As for the lowest unoccupied orbital energy: 0.77 eV. As for the SMILES: CCOc1ccc(C(=O)N2CCN(CCc3ccccc3)CC2)cc1OCC. The net charge is 0.

```
58
C23H30N2O3 | OMol25 | ωB97M-V/def2-TZVPD
C 6.689 -0.473 1.780
C 6.358 -0.014 0.363
O 5.108 0.638 0.277
C 3.944 -0.086 0.328
C 3.897 -1.475 0.320
C 2.699 -2.163 0.387
C 1.502 -1.469 0.448
C 0.214 -2.215 0.609
O 0.002 -2.901 1.594
N -0.684 -2.100 -0.395
C -0.522 -1.359 -1.620
C -1.594 -0.267 -1.705
N -2.897 -0.891 -1.624
C -4.004 -0.067 -2.047
C -4.213 1.285 -1.325
C -4.568 1.140 0.126
C -5.772 0.552 0.499
C -6.097 0.393 1.834
C -5.225 0.826 2.819
C -4.031 1.428 2.460
C -3.708 1.584 1.123
C -3.055 -1.581 -0.358
C -2.001 -2.686 -0.270
C 1.536 -0.082 0.443
C 2.730 0.628 0.376
O 2.575 1.984 0.423
C 3.513 2.859 -0.179
C 3.622 2.655 -1.686
H 5.968 -1.206 2.131
H 6.669 0.378 2.456
H 7.682 -0.915 1.798
H 6.414 -0.849 -0.346
H 7.075 0.749 0.045
H 4.810 -2.046 0.276
H 2.696 -3.242 0.400
H -0.660 -2.048 -2.463
H 0.476 -0.926 -1.672
H -1.425 0.457 -0.889
H -1.511 0.255 -2.661
H -3.854 0.143 -3.112
H -4.910 -0.670 -1.948
H -3.313 1.893 -1.430
H -5.026 1.800 -1.844
H -6.461 0.220 -0.264
H -7.035 -0.068 2.107
H -5.478 0.701 3.861
H -3.349 1.775 3.221
H -2.773 2.056 0.852
H -2.936 -0.908 0.506
H -4.053 -2.021 -0.316
H -2.154 -3.404 -1.082
H -2.051 -3.198 0.692
H 0.626 0.493 0.516
H 4.496 2.766 0.289
H 3.109 3.853 0.038
H 2.638 2.721 -2.146
H 4.264 3.420 -2.112
H 4.047 1.679 -1.907
```



(3)
Entry from OMol25: C23H30N2O6 in the gas phase (ωB97M-V/def2-TZVPD).

Its HOMO-LUMO gap is 8.84 eV. The calculation puts the total energy at -39602.9328 eV. As for the lowest unoccupied orbital energy: 0.58 eV. As for the SMILES: CCOC(CNC(=O)c1ccc(CNC(=O)c2ccc(OC)c(OC)c2)cc1)OCC. The net charge is 0.

```
61
C23H30N2O6 | OMol25 | ωB97M-V/def2-TZVPD
C -1.837 -2.431 8.028
C -1.323 -2.416 6.592
O -0.791 -1.166 6.168
C -1.679 -0.112 5.884
C -2.689 -0.440 4.769
N -2.019 -0.943 3.597
C -1.871 -0.179 2.481
O -2.425 0.893 2.337
C -1.001 -0.782 1.431
C -0.933 -2.154 1.210
C -0.129 -2.656 0.203
C 0.634 -1.806 -0.587
C 1.518 -2.352 -1.677
N 1.502 -1.519 -2.855
C 2.602 -0.851 -3.288
O 3.698 -1.012 -2.785
C 2.364 0.069 -4.433
C 3.369 0.237 -5.376
C 3.174 1.095 -6.436
C 1.997 1.828 -6.583
O 1.978 2.619 -7.687
C 0.886 3.459 -7.989
C 0.987 1.686 -5.610
O -0.158 2.433 -5.744
C -1.145 2.354 -4.746
C 1.188 0.802 -4.559
C 0.564 -0.435 -0.363
C -0.255 0.072 0.626
O -2.406 0.332 6.985
C -1.640 1.057 7.937
C -2.535 1.411 9.111
H -1.055 -2.107 8.710
H -2.693 -1.771 8.133
H -2.134 -3.444 8.290
H -2.118 -2.749 5.914
H -0.475 -3.100 6.495
H -0.999 0.681 5.524
H -3.424 -1.162 5.135
H -3.207 0.478 4.489
H -1.369 -1.699 3.749
H -1.533 -2.832 1.801
H -0.092 -3.722 0.029
H 2.562 -2.369 -1.340
H 1.218 -3.375 -1.932
H 0.617 -1.379 -3.314
H 4.291 -0.311 -5.267
H 3.934 1.232 -7.188
H -0.033 2.889 -8.142
H 1.164 3.957 -8.918
H 0.723 4.206 -7.210
H -1.579 1.351 -4.680
H -0.757 2.651 -3.766
H -1.919 3.057 -5.051
H 0.427 0.711 -3.799
H 1.160 0.232 -0.969
H -0.326 1.136 0.795
H -0.787 0.449 8.266
H -1.248 1.968 7.461
H -2.895 0.507 9.596
H -1.979 2.004 9.832
H -3.391 1.981 8.762
```



(4)
Entry from OMol25: 4 unconnected molecules or ions with the total composition C23H30N3O4S (ωB97M-V/def2-TZVPD).

Its HOMO-LUMO gap is 7.42 eV. The calculation puts the total energy at -47828.4699 eV. As for the lowest unoccupied orbital energy: 2.21 eV. The net charge is -1.

```
61
C23H30N3O4S | OMol25 | ωB97M-V/def2-TZVPD
C 2.424 -4.841 0.758
C 2.069 -3.308 0.464
C 3.181 -2.415 -0.164
C 2.828 -0.923 -0.408
C 1.437 -0.291 -0.069
C 1.254 1.272 -0.343
C -0.095 1.665 -1.122
C 1.254 1.989 1.134
C 0.317 -1.212 0.549
O -0.919 -0.563 0.836
C -2.022 -1.486 0.961
S -2.631 -2.216 -0.634
O -1.561 -2.451 -1.675
O -3.280 -3.556 -0.261
O -3.843 -1.323 -1.320
C 0.656 -2.701 0.788
H 3.057 -4.992 1.705
H 2.996 -5.235 -0.155
H 1.434 -5.388 0.947
H 4.209 -2.849 -0.390
H 3.627 -0.224 -0.855
H 2.167 1.618 -0.954
H 0.013 2.727 -1.551
H -1.005 1.720 -0.408
H -0.404 0.920 -1.942
H 1.629 1.210 1.900
H 1.990 2.861 1.179
H 0.189 2.260 1.457
H -1.858 -2.339 1.705
H -2.904 -0.870 1.386
H -0.130 -3.413 1.232
N -2.862 -5.168 -3.151
C -2.875 -5.406 -4.498
C -3.413 -6.654 -4.705
C -3.743 -7.185 -3.434
C -3.393 -6.242 -2.495
H -2.515 -4.326 -2.709
H -2.499 -4.670 -5.193
H -3.555 -7.131 -5.664
H -4.187 -8.148 -3.227
H -3.476 -6.245 -1.419
N 1.159 5.882 -1.208
C 2.497 5.600 -1.155
C 2.990 5.629 -2.436
C 1.910 5.947 -3.296
C 0.794 6.100 -2.510
H 0.540 5.924 -0.415
H 2.982 5.401 -0.211
H 4.014 5.442 -2.722
H 1.945 6.052 -4.370
H -0.227 6.343 -2.765
N -0.771 2.946 4.655
C -1.346 4.030 5.262
C -0.358 4.718 5.924
C 0.859 4.026 5.704
C 0.573 2.938 4.915
H -1.261 2.260 4.102
H -2.405 4.218 5.171
H -0.496 5.620 6.502
H 1.835 4.293 6.080
H 1.208 2.160 4.518
```



(5)
Entry from OMol25: a molecular structure, C23H30N4O3PPdTe (ωB97M-V/def2-TZVPD).

Its HOMO-LUMO gap (alpha / beta) is 9.27 / 5.72 eV. The calculation puts the total energy at -56477.3333 eV. As for the lowest unoccupied orbital energy (alpha / beta): -8.33 / -12.43 eV. The spin multiplicity is 5. The net charge is +3.

```
63
C23H30N4O3PPdTe | OMol25 | ωB97M-V/def2-TZVPD
Pd -0.272 -0.259 0.052
C 2.688 -1.296 -0.372
C 2.471 -2.567 0.425
C 1.119 -3.208 0.289
C 0.989 -4.590 0.241
C -0.268 -5.169 0.247
C -1.387 -4.349 0.315
C -1.194 -2.985 0.342
N 0.030 -2.432 0.311
N 2.038 -0.082 0.185
C 2.355 1.090 -0.662
C 1.487 2.242 -0.243
C 1.886 3.564 -0.270
C 1.013 4.533 0.209
C -0.219 4.144 0.714
C -0.557 2.804 0.704
N 0.283 1.882 0.217
C 2.392 0.185 1.609
C 1.355 -0.220 2.630
C 1.721 -0.428 3.950
C 0.734 -0.694 4.887
C -0.591 -0.748 4.477
C -0.878 -0.546 3.142
N 0.077 -0.285 2.241
H 2.337 -1.407 -1.399
H 3.763 -1.085 -0.422
H 2.657 -2.392 1.489
H 3.232 -3.285 0.119
H 1.879 -5.204 0.215
H -0.374 -6.245 0.214
H -2.388 -4.755 0.347
H -2.040 -2.305 0.388
H 2.186 0.814 -1.706
H 3.416 1.340 -0.562
H 2.868 3.829 -0.641
H 1.302 5.575 0.206
H -0.913 4.866 1.121
H -1.505 2.447 1.080
H 2.568 1.257 1.713
H 3.345 -0.305 1.823
H 2.761 -0.373 4.241
H 0.996 -0.855 5.924
H -1.390 -0.946 5.177
H -1.896 -0.584 2.773
C -2.294 2.974 -2.928
C -3.693 2.480 -2.686
O -3.732 1.027 -2.352
P -2.757 0.102 -1.624
O -2.240 0.610 -0.279
Te -0.636 -0.441 -2.741
O -3.384 -1.308 -1.612
C -4.852 -1.607 -1.368
C -5.533 -1.868 -2.677
H -2.352 4.037 -3.168
H -1.834 2.484 -3.789
H -1.659 2.873 -2.045
H -4.312 2.539 -3.576
H -4.193 2.973 -1.856
H -5.263 -0.763 -0.817
H -4.814 -2.480 -0.722
H -5.556 -0.978 -3.303
H -6.564 -2.160 -2.470
H -5.055 -2.686 -3.213
```



(6)
Entry from OMol25: C23H30N4O4S in the gas phase (ωB97M-V/def2-TZVPD).

Its HOMO-LUMO gap is 8.75 eV. The calculation puts the total energy at -49322.2270 eV. As for the lowest unoccupied orbital energy: 0.57 eV. As for the SMILES: CCOc1ccc(S(=O)(=O)N(CC(=O)NN=C2CCN(C)CC2)c2ccc(C)cc2)cc1. The net charge is 0.

```
62
C23H30N4O4S | OMol25 | ωB97M-V/def2-TZVPD
C -0.539 6.036 -2.531
C 0.855 6.419 -2.043
O 1.793 5.368 -2.201
C 1.792 4.320 -1.349
C 2.705 3.302 -1.656
C 2.803 2.186 -0.856
C 1.993 2.071 0.261
S 2.128 0.599 1.266
O 1.131 0.650 2.298
O 3.489 0.430 1.679
N 1.819 -0.618 0.144
C 2.888 -1.533 -0.155
C 2.514 -3.010 -0.179
O 3.014 -3.786 -0.968
N 1.606 -3.440 0.728
N 1.035 -2.623 1.643
C 0.040 -2.978 2.343
C -0.515 -1.978 3.301
C -2.008 -1.703 2.985
N -2.690 -2.804 2.321
C -2.732 -2.665 0.879
C -2.152 -4.074 2.753
C -0.694 -4.293 2.295
C 0.645 -0.612 -0.601
C -0.448 0.148 -0.186
C -1.613 0.170 -0.928
C -1.741 -0.567 -2.099
C -3.021 -0.566 -2.879
C -0.656 -1.332 -2.501
C 0.521 -1.356 -1.775
C 1.100 3.071 0.586
C 0.992 4.195 -0.213
H -0.494 5.739 -3.576
H -1.207 6.887 -2.435
H -0.939 5.204 -1.956
H 0.828 6.760 -1.002
H 1.254 7.228 -2.660
H 3.323 3.421 -2.531
H 3.509 1.402 -1.079
H 3.361 -1.309 -1.122
H 3.633 -1.388 0.632
H 1.347 -4.425 0.660
H -0.429 -2.385 4.311
H 0.064 -1.058 3.237
H -2.087 -0.819 2.353
H -2.536 -1.500 3.923
H -3.214 -3.546 0.456
H -1.746 -2.540 0.414
H -3.334 -1.792 0.631
H -2.788 -4.875 2.366
H -2.210 -4.097 3.844
H -0.206 -5.017 2.954
H -0.681 -4.702 1.280
H -0.392 0.696 0.738
H -2.444 0.768 -0.582
H -2.831 -0.742 -3.935
H -3.542 0.382 -2.767
H -3.680 -1.357 -2.518
H -0.725 -1.922 -3.403
H 1.336 -1.965 -2.130
H 0.494 2.961 1.472
H 0.288 4.964 0.063
```



(7)
Entry from OMol25: C23H30N4O4S in the gas phase (ωB97M-V/def2-TZVPD).

Its HOMO-LUMO gap is 8.55 eV. The calculation puts the total energy at -49324.1400 eV. As for the lowest unoccupied orbital energy: 0.38 eV. As for the SMILES: COc1ccc(NC(=O)c2cc(S(=O)(=O)N3CCCCC3)ccc2N2CCCCC2)cn1. The net charge is 0.

```
62
C23H30N4O4S | OMol25 | ωB97M-V/def2-TZVPD
C -7.548 -2.604 1.249
O -6.770 -2.864 0.097
C -5.581 -2.240 0.032
C -4.771 -2.471 -1.087
C -3.553 -1.837 -1.165
C -3.166 -0.984 -0.125
N -1.959 -0.285 -0.101
C -0.990 -0.226 -1.061
O -1.009 -0.846 -2.102
C 0.172 0.629 -0.649
C 1.434 0.107 -0.896
C 2.560 0.765 -0.447
S 4.193 0.088 -0.702
O 5.094 1.157 -1.025
O 4.103 -1.021 -1.611
N 4.536 -0.387 0.873
C 3.871 -1.610 1.275
C 4.599 -2.863 0.787
C 6.057 -2.825 1.238
C 6.712 -1.540 0.737
C 5.933 -0.331 1.252
C 2.445 1.955 0.246
C 1.199 2.510 0.456
C 0.038 1.874 0.001
N -1.230 2.418 0.189
C -1.408 3.464 1.178
C -2.876 3.507 1.602
C -3.772 3.772 0.397
C -3.513 2.708 -0.665
C -2.027 2.671 -1.006
C -4.047 -0.829 0.939
N -5.220 -1.435 1.019
H -8.458 -3.188 1.132
H -7.784 -1.540 1.322
H -7.014 -2.907 2.152
H -5.115 -3.137 -1.860
H -2.899 -1.985 -2.009
H -1.834 0.325 0.697
H 1.535 -0.823 -1.435
H 2.857 -1.571 0.870
H 3.811 -1.607 2.369
H 4.555 -2.884 -0.302
H 4.097 -3.750 1.177
H 6.591 -3.695 0.852
H 6.105 -2.856 2.331
H 6.695 -1.522 -0.354
H 7.749 -1.479 1.071
H 6.330 0.595 0.833
H 5.980 -0.281 2.346
H 3.343 2.448 0.581
H 1.130 3.463 0.956
H -0.787 3.236 2.047
H -1.116 4.451 0.784
H -3.008 4.285 2.355
H -3.148 2.550 2.052
H -4.820 3.760 0.697
H -3.548 4.760 -0.012
H -4.080 2.927 -1.570
H -3.833 1.734 -0.294
H -1.825 1.900 -1.750
H -1.735 3.642 -1.439
H -3.804 -0.187 1.778
```



(8)
Entry from OMol25: C23H30N4O5S in the gas phase (ωB97M-V/def2-TZVPD).

Its HOMO-LUMO gap is 8.62 eV. The calculation puts the total energy at -51373.6305 eV. As for the lowest unoccupied orbital energy: 0.55 eV. As for the SMILES: O=C(Cn1cnc2sc3c(c2c1=O)CCCC3)NCCCC(=O)N1CCC2(CC1)OCCO2. The net charge is 0.

```
63
C23H30N4O5S | OMol25 | ωB97M-V/def2-TZVPD
O -5.463 -1.056 0.932
C -4.582 -0.885 0.111
C -3.632 -2.008 -0.312
N -2.301 -1.777 0.225
C -2.153 -1.276 1.473
N -1.032 -1.073 2.073
C 0.070 -1.439 1.386
S 1.670 -1.348 2.038
C 2.323 -2.004 0.561
C 1.370 -2.262 -0.373
C 0.061 -1.951 0.094
C -1.200 -2.132 -0.583
O -1.371 -2.555 -1.708
C 1.700 -2.813 -1.723
C 3.183 -2.612 -2.027
C 4.035 -3.084 -0.851
C 3.786 -2.203 0.374
N -4.314 0.290 -0.467
C -4.965 1.509 -0.043
C -4.077 2.719 -0.310
C -2.670 2.615 0.304
C -1.670 2.047 -0.696
O -2.037 1.324 -1.615
N -0.379 2.410 -0.577
C 0.243 3.105 0.524
C 1.377 2.261 1.109
C 2.414 1.940 0.019
C 1.712 1.240 -1.148
C 0.550 2.089 -1.646
O 3.434 1.113 0.561
C 4.672 1.786 0.473
C 4.270 3.242 0.228
O 3.043 3.117 -0.451
H -3.532 -2.065 -1.400
H -4.022 -2.959 0.065
H -3.060 -1.036 2.010
H 1.455 -3.879 -1.738
H 1.072 -2.333 -2.474
H 3.377 -1.552 -2.205
H 3.450 -3.162 -2.931
H 3.775 -4.118 -0.615
H 5.094 -3.055 -1.113
H 4.253 -1.223 0.241
H 4.223 -2.653 1.268
H -3.538 0.407 -1.119
H -5.197 1.414 1.024
H -5.915 1.630 -0.577
H -4.580 3.599 0.093
H -3.978 2.852 -1.389
H -2.689 1.973 1.189
H -2.349 3.611 0.606
H -0.479 3.316 1.310
H 0.661 4.049 0.153
H 0.993 1.323 1.506
H 1.860 2.806 1.921
H 1.362 0.268 -0.803
H 2.426 1.088 -1.958
H -0.004 1.558 -2.421
H 0.943 3.028 -2.051
H 5.222 1.635 1.403
H 5.253 1.389 -0.371
H 4.961 3.789 -0.413
H 4.138 3.780 1.176
```



- net charge of number 2 (C23H30N2O3)?
  0